Record 1
Molecular formula: C9H21NOSi
Method: DFT, ωB97M-V/def2-TZVPD

```
! wB97M-V def2-TZVPD RIJCOSX def2/J DEFGRID3
* xyz 0 1
Si 0.3692 1.1995 -0.1853
H -1.0863 -2.3827 -2.1493
C -0.0185 -0.6724 -0.4784
C -1.6930 -2.2840 -1.1809
H -1.9833 2.1143 -0.6088
C 1.9038 1.8003 -1.0645
C 2.2794 -1.5096 0.2184
H -0.8291 3.4053 -0.6685
H 1.4458 2.1237 2.2926
H -3.8118 -1.2869 0.4433
H 3.1102 -1.6282 2.1766
H 0.6739 -2.8653 0.1630
H -1.3398 -3.1208 -0.6339
H 0.6008 -1.7998 1.6050
H -2.7616 -2.3223 -1.4795
H 0.0592 0.8559 2.3146
O -1.9004 -1.0545 0.8128
H 4.2480 -1.1679 0.8884
C -3.2202 -0.4826 0.6975
H -3.5194 0.0040 1.5985
H -0.1714 2.5153 1.9985
H 0.4894 -0.8933 -1.4538
H 2.0566 1.8397 -2.1530
H 2.3418 -1.5807 -0.8632
C -0.9659 2.3382 -0.9559
C 3.2911 -1.3914 1.0966
H -0.9475 2.3171 -2.1773
C 0.8303 -1.7859 0.4671
H -3.1181 0.1626 -0.1872
H 2.7519 1.3790 -0.5590
C 0.5348 1.6689 1.7321
H 1.8878 2.8761 -0.7165
N -1.3828 -1.0907 -0.5902
*
```

calculated total energy	-21084.6698	eV
Kohn-Sham gap	9.35	eV
SMILES string	C=CC[C@@H](N(C)OC)[Si](C)(C)C
lowest unoccupied orbital energy	0.9	eV
molar mass	187.36	g mol⁻¹
relative energy (zero: lowest compared OMol25 entry of this formula, charge and spin)	5.1193	eV

So, what does the natural (NBO) scheme give us? The charges, in e, come out as: atom 1 (Si): 1.651, atom 2 (H): 0.207, atom 3 (C): -0.455, atom 4 (C): -0.420, atom 5 (H): 0.231, atom 6 (C): -1.131, atom 7 (C): -0.181, atom 8 (H): 0.239, atom 9 (H): 0.252, atom 10 (H): 0.167, atom 11 (H): 0.191, atom 12 (H): 0.214, atom 13 (H): 0.182, atom 14 (H): 0.221, atom 15 (H): 0.205, atom 16 (H): 0.241, atom 17 (O): -0.432, atom 18 (H): 0.192, atom 19 (C): -0.258, atom 20 (H): 0.190, atom 21 (H): 0.235, atom 22 (H): 0.220, atom 23 (H): 0.245, atom 24 (H): 0.184, atom 25 (C): -1.114, atom 26 (C): -0.395, atom 27 (H): 0.236, atom 28 (C): -0.463, atom 29 (H): 0.195, atom 30 (H): 0.240, atom 31 (C): -1.125, atom 32 (H): 0.237, atom 33 (N): -0.201



Record 2
Molecular formula: C64H96F6N13O14S6
Method: DFT, ωB97M-V/def2-TZVPD

```
! wB97M-V def2-TZVPD RIJCOSX def2/J DEFGRID3
* xyz 7 1
H -2.6513 -3.3339 5.1115
F -1.2532 2.4288 1.6297
H -1.3359 5.4904 -7.3417
C -2.2244 -6.1472 2.2427
C 3.9642 -1.9430 -2.8618
H -6.1716 -5.8381 -9.9899
H 0.3068 1.0176 5.6243
C -1.7935 -3.8481 2.5566
C 4.2026 -3.2271 -6.3289
H -4.3979 -0.4492 -2.6209
H 0.8825 3.6001 5.3438
H -0.9423 -2.3645 -3.8678
N 5.4673 -0.9994 4.6667
C -0.5911 5.2355 -8.0818
H -4.5028 -2.0361 3.7784
H -7.5374 -6.1849 -8.9096
H 1.8153 3.0830 -1.9526
H 0.0680 5.1707 -12.4397
C 2.5584 4.2968 -6.2050
C -1.9105 -0.8477 -2.0675
O 3.9660 -3.0633 5.3997
C 5.2583 -1.5024 -2.6566
N 0.9113 1.4496 1.7330
C -3.8040 0.8419 5.3706
O 0.6783 -5.3858 -3.5864
H 4.5770 6.5447 4.3121
C -1.7373 -5.1489 3.0100
H 0.1346 4.0947 -3.1246
S 3.9936 -1.7033 4.9042
H -3.4666 -0.1759 5.5026
C -3.7764 0.2798 2.9660
N -0.3585 -0.9216 5.1859
H -1.6429 -1.6728 6.6962
H -5.8965 -2.7252 4.3414
H -2.2483 -3.4881 -5.8290
C -4.0611 -2.6759 -5.2267
H 5.1285 -3.4711 -6.8324
C 2.6067 3.6479 -2.4248
O 2.7832 3.8871 7.1568
F 0.0602 -2.3168 0.0057
H 7.1055 0.6234 -2.3701
C -4.5730 1.3864 6.5119
C 1.4721 4.3348 -8.8838
H -1.0503 -1.4333 -1.7551
H 2.2161 2.2556 6.0262
F 3.2595 0.7180 2.3655
H -1.5677 4.7002 -11.9305
C -2.5994 -4.6066 0.4815
C -3.0072 -6.9539 0.0866
C -4.2812 -4.4283 -6.9419
C 2.1372 3.4409 8.3963
C -4.6984 -1.7684 -4.3292
H -4.6685 -6.0027 -8.3856
C 1.1710 3.7988 4.3154
H -6.6010 -2.0596 -6.2940
H -1.1534 6.3745 -11.7462
C 5.5359 -0.5451 0.9661
H 3.8409 2.1910 6.6763
C 0.1551 -0.9426 3.9595
C 6.2298 -1.8034 -3.6399
S 6.2896 -0.9462 6.0665
C -6.0905 -2.9069 -6.7089
H 3.7333 2.5084 4.3369
H -1.6399 0.1628 -2.3334
H 4.1661 4.8099 2.9481
H 5.2061 -0.8963 1.9473
H -2.2371 -7.2173 2.4476
C 3.0902 2.8830 6.2892
O 2.1981 -0.5910 0.6239
H -6.0897 1.6988 2.8865
C 2.9739 3.9671 -4.9128
S 0.6870 -3.7315 -0.7620
H 0.3458 4.7927 2.5908
H -5.3853 0.7319 6.8600
C 0.2438 0.0407 6.1066
C -4.4183 -0.2043 1.7118
N -2.6217 -1.3681 -3.2802
C 0.3585 4.4658 -5.2779
H -0.5057 0.2154 6.8473
H -6.3189 2.0767 4.5146
C -5.2515 -1.8692 4.5609
C 0.9911 4.5674 -10.1794
H 6.3666 1.8544 2.2776
O -0.4594 -6.6550 -1.8076
N 2.1193 3.9193 -3.8515
C -1.0153 5.3824 -9.3727
H -1.9457 5.8618 -9.6696
H -5.2275 0.4385 1.3696
C -5.0010 -5.1089 -7.8757
H 4.0182 3.7850 -4.6631
H 3.2764 4.2636 -7.0208
N 2.5998 4.4153 4.3100
C 7.0645 0.7397 -0.2497
H -2.8612 -4.5012 -0.5685
H 7.2758 -1.5830 -3.4454
H 3.5738 -2.6272 -6.9848
C -4.8070 -3.3290 -6.3044
H 3.0306 3.6368 2.3466
C 5.1215 -1.1473 -0.1957
C -3.9774 -1.1465 -3.3435
C -1.2904 -2.8223 3.4630
H 2.6970 -2.8291 -4.4093
C -1.9975 -2.2358 -4.0974
C 3.6458 3.3825 4.9925
H -2.8144 -6.7389 -0.9533
H -6.5485 -0.4342 3.4664
C -5.5314 1.8679 3.8098
H 2.1110 5.7233 5.8986
O 0.8643 -4.5022 0.4331
H 1.9955 4.3306 8.9629
H 3.5359 3.1060 -2.5210
H -0.8518 4.2146 3.6783
C -5.6114 -2.4949 6.7514
H -7.4654 -4.6878 -9.9171
H 4.3463 -1.8996 -0.1147
H -6.2816 -1.6781 7.0195
C 2.6131 5.8721 4.9734
H -3.1553 1.1434 2.6892
N -4.7907 0.6165 4.0904
H -2.6911 -0.9123 -1.3326
O 1.8712 -3.1221 -1.2582
C -6.9202 -5.4081 -9.3328
H -4.8458 2.7128 3.7577
H 1.1239 3.0164 8.3423
C 0.1546 4.6424 3.6486
H -6.1577 -3.3765 6.4091
N -2.6370 -5.8637 0.9874
C -5.8649 -0.5106 4.3083
H -2.1139 -2.5416 0.9545
N -0.2373 5.0886 -10.3859
H -1.3807 -5.4164 3.9998
H 4.0825 7.3722 5.6209
C 0.6720 4.6864 -7.7957
S -0.2709 -5.4575 -2.5205
H 2.2034 6.6105 4.3253
H 1.3165 2.8512 3.8186
H -7.7574 -3.2955 -8.0731
H -5.7651 -1.5628 -4.3962
S -0.2141 1.4589 0.7442
H -3.8622 1.5475 7.3110
O -1.1108 0.3667 0.6788
C 5.8822 -2.3151 -4.8627
O 2.8442 -0.9247 5.1464
C 6.9428 0.9461 2.1580
N 4.5675 -2.5813 -5.0732
C -2.2112 -3.5808 1.2691
H 4.5913 5.7377 5.8794
F -1.7099 -5.3985 -3.3752
H -6.4160 -0.2786 5.2224
H 6.5983 -2.4957 -5.6542
H 2.4568 3.8928 -8.8544
O 3.1579 1.6063 0.2061
H 2.7340 2.6748 8.8334
F 7.5914 -0.0504 5.5035
C 5.6319 -0.7443 -1.4440
N -6.2282 -4.6907 -8.2216
C -0.7417 5.3804 -11.7523
H 0.1344 5.5735 4.2110
C 3.1075 4.5759 2.8954
H -5.1339 -2.8659 7.6426
S 2.3505 0.7658 1.0578
H 3.1680 -1.7089 -2.1726
H -3.3542 -4.8845 -6.6585
H -3.0780 -0.4918 3.2916
H 6.8674 0.2260 2.9713
H -3.7119 -0.2889 0.8889
H 2.5725 5.3323 2.3411
H -4.0610 -7.1740 0.1525
C 3.6539 -2.4311 -4.0982
H 7.9715 1.2874 2.0286
N -0.4854 -3.9930 -1.6847
H 4.6592 3.6920 5.1422
F 3.6766 -1.9264 3.2840
O -4.6685 -2.0451 5.7990
N 6.5451 0.3167 0.9101
O 5.6674 -0.0635 7.0232
C -2.6871 -2.8401 -5.0920
H -5.1170 2.3011 6.3075
C -0.3385 -1.9009 3.0525
H 3.6368 -4.1118 -6.1261
H -3.0356 1.5626 5.0665
C 4.0152 6.3624 5.2218
H -2.4121 -7.8298 0.2859
C -1.8237 -2.7240 4.7634
H -4.9520 -1.1528 1.8114
C -1.2973 -1.7575 5.6571
C 0.8047 4.1835 -3.9834
O -0.0174 2.1825 -0.4913
O 6.9437 -2.1434 6.5123
C -6.7946 -3.6106 -7.6964
H 1.0214 -0.3010 3.7872
H 0.0840 -1.8557 2.0536
H -0.6906 4.7128 -5.3846
H 2.7077 4.6316 -2.0036
H 1.1778 -0.4090 6.3910
C 1.1995 4.5164 -6.4209
C 6.6615 0.2303 -1.4625
H 7.8461 1.4720 -0.1400
H 1.5709 4.3201 -11.0762
*
```

calculated total energy	-197198.9353	eV
Kohn-Sham gap	4.75	eV
lowest unoccupied orbital energy	-14.4	eV
molar mass	1577.94	g mol⁻¹
relative energy (zero: lowest compared OMol25 entry of this formula, charge and spin)	4.4656	eV

Here are the Mulliken charges for atoms 1 to 99, given in e: atom 1 (H): 0.911, atom 2 (F): -0.361, atom 3 (H): 0.349, atom 4 (C): -0.576, atom 5 (C): -0.378, atom 6 (H): 0.388, atom 7 (H): 0.150, atom 8 (C): 0.065, atom 9 (C): -0.901, atom 10 (H): 0.586, atom 11 (H): 0.283, atom 12 (H): 0.796, atom 13 (N): 0.054, atom 14 (C): -0.789, atom 15 (H): -0.728, atom 16 (H): 0.340, atom 17 (H): 0.167, atom 18 (H): 0.250, atom 19 (C): -0.922, atom 20 (C): -0.352, atom 21 (O): -0.591, atom 22 (C): 0.336, atom 23 (N): 0.486, atom 24 (C): 0.550, atom 25 (O): -0.581, atom 26 (H): 0.368, atom 27 (C): -0.979, atom 28 (H): 0.552, atom 29 (S): 0.634, atom 30 (H): -0.351, atom 31 (C): 0.673, atom 32 (N): 0.391, atom 33 (H): 0.609, atom 34 (H): 0.814, atom 35 (H): 0.435, atom 36 (C): 1.314, atom 37 (H): 0.284, atom 38 (C): -0.760, atom 39 (O): -0.369, atom 40 (F): 0.090, atom 41 (H): 0.675, atom 42 (C): -1.461, atom 43 (C): -0.797, atom 44 (H): -0.278, atom 45 (H): -0.361, atom 46 (F): 0.206, atom 47 (H): 0.398, atom 48 (C): -1.219, atom 49 (C): -0.950, atom 50 (C): -0.638, atom 51 (C): -0.858, atom 52 (C): -0.911, atom 53 (H): 0.453, atom 54 (C): 0.113, atom 55 (H): 0.374, atom 56 (H): 0.358, atom 57 (C): -0.873, atom 58 (H): 0.946, atom 59 (C): -0.772, atom 60 (C): -0.889, atom 61 (S): 0.985, atom 62 (C): -0.794, atom 63 (H): -0.116, atom 64 (H): 0.368, atom 65 (H): 0.436, atom 66 (H): 0.472, atom 67 (H): 0.499, atom 68 (C): -0.262, atom 69 (O): -0.130, atom 70 (H): 0.449, atom 71 (C): -0.133, atom 72 (S): 0.215, atom 73 (H): 0.273, atom 74 (H): 0.287, atom 75 (C): -1.393, atom 76 (C): -1.022, atom 77 (N): 0.294, atom 78 (C): -0.720, atom 79 (H): 0.636, atom 80 (H): 0.466, atom 81 (C): 0.229, atom 82 (C): -0.253, atom 83 (H): 0.355, atom 84 (O): -0.521, atom 85 (N): 0.102, atom 86 (C): -0.246, atom 87 (H): 0.464, atom 88 (H): 0.449, atom 89 (C): -0.559, atom 90 (H): 0.482, atom 91 (H): 0.373, atom 92 (N): 0.801, atom 93 (C): -0.403, atom 94 (H): 0.671, atom 95 (H): 0.681, atom 96 (H): 0.316, atom 97 (C): 1.473, atom 98 (H): 0.251, atom 99 (C): -0.353



Record 3
Molecular formula: C2H6N2S
Method: DFT, ωB97M-V/def2-TZVPD

```
! wB97M-V def2-TZVPD RIJCOSX def2/J DEFGRID3
* xyz 0 1
C 2.0146 0.8403 0.7974
N -1.6859 -1.3247 0.2214
N -1.0397 -0.5697 -0.7922
H 1.9205 1.8618 0.5230
H -0.7780 1.1839 -1.6104
H -1.1279 -2.0211 0.4790
H -2.0241 -0.6351 0.8583
S 2.7044 -0.0882 -0.2668
C -1.1117 0.6704 -0.7462
H -1.4704 1.3749 0.1352
H 2.5982 -1.2924 0.4012
*
```

calculated total energy	-15981.5478	eV
Kohn-Sham gap	8.57	eV
lowest unoccupied orbital energy	0.1	eV
molar mass	90.15	g mol⁻¹
relative energy (zero: lowest compared OMol25 entry of this formula, charge and spin)	5.2507	eV

So, what does the natural (NBO) scheme give us? The charges, in e, come out as: atom 1 (C): -0.550, atom 2 (N): -0.636, atom 3 (N): -0.231, atom 4 (H): 0.159, atom 5 (H): 0.181, atom 6 (H): 0.359, atom 7 (H): 0.340, atom 8 (S): 0.308, atom 9 (C): -0.155, atom 10 (H): 0.142, atom 11 (H): 0.083



What did the third record say?
Molecular formula: C2H6N2S
Method: DFT, ωB97M-V/def2-TZVPD

```
! wB97M-V def2-TZVPD RIJCOSX def2/J DEFGRID3
* xyz 0 1
C 2.0146 0.8403 0.7974
N -1.6859 -1.3247 0.2214
N -1.0397 -0.5697 -0.7922
H 1.9205 1.8618 0.5230
H -0.7780 1.1839 -1.6104
H -1.1279 -2.0211 0.4790
H -2.0241 -0.6351 0.8583
S 2.7044 -0.0882 -0.2668
C -1.1117 0.6704 -0.7462
H -1.4704 1.3749 0.1352
H 2.5982 -1.2924 0.4012
*
```

calculated total energy	-15981.5478	eV
Kohn-Sham gap	8.57	eV
lowest unoccupied orbital energy	0.1	eV
molar mass	90.15	g mol⁻¹
relative energy (zero: lowest compared OMol25 entry of this formula, charge and spin)	5.2507	eV

So, what does the natural (NBO) scheme give us? The charges, in e, come out as: atom 1 (C): -0.550, atom 2 (N): -0.636, atom 3 (N): -0.231, atom 4 (H): 0.159, atom 5 (H): 0.181, atom 6 (H): 0.359, atom 7 (H): 0.340, atom 8 (S): 0.308, atom 9 (C): -0.155, atom 10 (H): 0.142, atom 11 (H): 0.083



> The lowest lowest unoccupied orbital energy belongs to which entry?

C64H96F6N13O14S6



> Which of these has the lowest relative energy (zero: lowest compared OMol25 entry of this formula, charge and spin)?

C64H96F6N13O14S6